ORCA calculation (ωB97M-V/def2-TZVPD) on a molecular structure, C23H26AsCrN2OSSe4.

Calculated values
**HOMO-LUMO gap (spin up / spin down)**: 5.53 / 6.90 eV
**LUMO (spin up / spin down)**: -1.34 / -0.10 eV
**2S+1**: 2
**Highest occupied orbital energy (spin up / spin down)**: -6.87 / -7.00 eV

Atoms and positions in Å:
Cr -0.621 -1.308 -0.753
S -1.869 -1.064 1.228
C -1.106 0.016 2.403
C -1.784 0.277 3.600
C -1.218 1.077 4.577
C 0.047 1.630 4.395
C 0.735 1.373 3.221
C 0.164 0.576 2.235
As 1.038 0.125 0.586
C 1.568 -1.731 0.991
C 1.079 -2.427 2.094
C 1.439 -3.749 2.297
C 2.291 -4.387 1.405
C 2.809 -3.692 0.324
C 2.449 -2.368 0.117
C 2.779 0.935 0.806
C 3.005 2.180 0.229
C 4.216 2.833 0.421
C 5.205 2.237 1.189
C 4.982 0.992 1.763
C 3.772 0.338 1.574
H -2.763 -0.162 3.750
H -1.765 1.268 5.492
H 0.494 2.246 5.164
H 1.723 1.792 3.073
H 0.406 -1.944 2.788
H 1.042 -4.286 3.150
H 2.551 -5.428 1.555
H 3.480 -4.180 -0.371
H 2.851 -1.833 -0.731
H 2.236 2.646 -0.376
H 4.386 3.802 -0.030
H 6.151 2.741 1.341
H 5.753 0.525 2.364
H 3.604 -0.630 2.029
Se 0.829 -1.314 -2.695
Se 1.237 -3.530 -3.290
Se -0.876 -4.393 -2.919
Se -1.295 -3.548 -0.762
C -0.971 2.446 -1.875
N -2.248 2.033 -2.467
C -2.961 3.018 -3.268
C -2.556 0.719 -2.270
O -1.719 0.086 -1.591
N -3.664 0.099 -2.738
C -3.870 -1.315 -2.434
C -4.751 0.603 -3.565
H -0.850 3.512 -2.046
H -0.131 1.913 -2.322
H -0.960 2.254 -0.803
H -2.403 3.947 -3.214
H -3.959 3.222 -2.884
H -3.020 2.738 -4.321
H -3.131 -1.694 -1.744
H -3.821 -1.901 -3.354
H -4.859 -1.438 -1.987
H -4.641 1.632 -3.858
H -5.692 0.499 -3.021
H -4.817 -0.004 -4.470

These are the Löwdin partial charges, in e, on atoms 1 to 4: Cr -0.31; S 0.62; C -0.67; C -0.12

---

ORCA calculation (ωB97M-V/def2-TZVPD) on a molecular structure, C39H41AsFeN2O3.

Calculated values
**HOMO-LUMO gap (spin up / spin down)**: 8.79 / 7.92 eV
**LUMO (spin up / spin down)**: -1.99 / -2.87 eV
**2S+1**: 6
**Highest occupied orbital energy (spin up / spin down)**: -10.78 / -10.79 eV
**Total charge**: +1

Atoms and positions in Å:
Fe -0.388 -0.529 0.356
O 1.102 0.185 1.164
C 1.590 1.495 1.348
C 0.391 2.419 1.662
C -0.512 2.620 0.481
C -0.651 3.865 -0.114
C -1.506 4.008 -1.193
C -2.203 2.904 -1.651
C -2.015 1.684 -1.025
C -2.689 0.435 -1.505
C -1.687 -0.484 -2.256
O -0.544 -0.639 -1.449
C -2.277 -1.867 -2.514
C -1.409 -2.855 -2.976
C -1.868 -4.134 -3.233
C -3.209 -4.448 -3.038
C -4.079 -3.472 -2.586
C -3.614 -2.186 -2.324
C -1.302 0.203 -3.566
C -2.096 0.072 -4.701
C -1.782 0.763 -5.862
C -0.669 1.592 -5.902
C 0.126 1.725 -4.773
C -0.191 1.036 -3.611
N -1.182 1.554 0.022
C 2.565 1.416 2.530
C 2.154 1.630 3.842
C 3.030 1.439 4.903
C 4.332 1.024 4.667
C 4.755 0.814 3.362
C 3.880 1.013 2.304
C 2.305 2.009 0.100
C 2.842 3.297 0.101
C 3.482 3.797 -1.019
C 3.603 3.012 -2.161
C 3.084 1.729 -2.165
C 2.438 1.228 -1.038
H -0.187 1.954 2.464
H 0.740 3.388 2.019
H -0.088 4.705 0.269
H -1.624 4.970 -1.675
H -2.872 2.972 -2.498
H -3.081 -0.116 -0.645
H -3.525 0.688 -2.156
H -0.366 -2.607 -3.130
H -1.182 -4.890 -3.595
H -3.570 -5.447 -3.245
H -5.127 -3.703 -2.441
H -4.321 -1.439 -1.986
H -2.958 -0.584 -4.685
H -2.403 0.647 -6.740
H -0.421 2.126 -6.810
H 0.997 2.368 -4.792
H 0.430 1.141 -2.731
H 1.146 1.958 4.057
H 2.695 1.623 5.916
H 5.018 0.882 5.492
H 5.774 0.507 3.164
H 4.226 0.864 1.288
H 2.776 3.908 0.994
H 3.895 4.797 -1.002
H 4.106 3.400 -3.037
H 3.174 1.107 -3.047
H 2.030 0.226 -1.058
C 1.267 -1.875 3.568
As 1.287 -2.827 1.910
C 1.034 -4.686 2.274
C 2.981 -2.570 1.068
O 0.038 -2.365 0.880
H 2.135 -2.170 4.157
H 0.354 -2.109 4.113
H 1.324 -0.814 3.339
H 1.763 -5.024 3.008
H 1.153 -5.244 1.347
H 0.025 -4.830 2.655
H 3.778 -2.940 1.712
H 3.096 -1.503 0.899
H 2.983 -3.106 0.121
C -4.104 -2.085 4.195
C -4.020 -0.717 3.514
C -2.924 -0.651 2.552
N -2.060 -0.612 1.802
H -4.922 -2.080 4.912
H -3.183 -2.313 4.730
H -4.288 -2.873 3.466
H -3.866 0.083 4.239
H -4.939 -0.487 2.972

These are the Löwdin partial charges, in e, on atoms 1 to 4: Fe 0.99; O -0.28; C -0.44; C -0.06

---

ORCA calculation (ωB97M-V/def2-TZVPD) on a single C3H3I molecule.

Calculated values
**HOMO-LUMO gap (spin up / spin down)**: 8.48 / 7.93 eV
**LUMO (spin up / spin down)**: -0.42 / -0.33 eV
**Highest occupied orbital energy (spin up / spin down)**: -8.90 / -8.26 eV

Atoms and positions in Å:
C 0.464 -0.291 -0.656
C 1.106 -0.718 0.398
C -0.527 0.662 -0.168
I -2.522 0.056 0.090
H 0.434 -0.723 -1.640
H 1.282 -0.363 1.391
H -0.236 1.378 0.586

These are the Löwdin partial charges, in e, on atoms 1 to 4: C -0.39; C 0.13; C -0.62; I 0.74

---

ORCA calculation (ωB97M-V/def2-TZVPD) on a molecular structure, C15H14CdF6N2O12P2S4.

Calculated values
**HOMO-LUMO gap**: 6.21 eV
**LUMO**: 3.36 eV
**Highest occupied orbital energy**: -2.84 eV
**Total charge**: -2

Atoms and positions in Å:
Cd -0.522 -0.190 -0.051
C -1.745 5.207 -0.539
C -0.713 4.179 -0.112
O 0.469 4.816 0.368
P -0.251 3.079 -1.488
O -1.594 2.618 -2.201
O 0.412 3.985 -2.624
O 0.677 2.009 -1.023
P -1.253 2.929 1.180
O -2.493 3.657 1.945
O -1.865 1.743 0.449
O -0.085 2.818 2.080
H -1.291 5.904 -1.248
H -2.098 5.757 0.334
H -2.592 4.715 -1.020
H 0.783 4.236 1.089
H -2.002 1.887 -1.699
H 0.920 3.381 -3.197
H -3.306 3.215 1.661
F 3.253 -3.516 -2.702
C 1.997 -3.874 -2.983
F 1.681 -4.924 -2.220
F 1.952 -4.260 -4.266
S 0.777 -2.531 -2.667
O 0.980 -2.196 -1.261
O -0.458 -3.131 -3.058
N 1.355 -1.412 -3.656
S 1.004 0.024 -3.039
O 1.236 1.073 -3.993
O -0.332 -0.082 -2.440
C 2.495 0.269 -1.822
F 3.088 1.413 -2.179
F 3.379 -0.708 -2.044
F 2.231 0.298 -0.533
C -1.478 1.036 10.862
C -1.437 0.635 9.403
O -2.006 1.236 8.536
S -0.435 -0.824 9.135
C -0.307 -0.894 7.367
C 0.907 -0.572 6.769
C 1.017 -0.565 5.388
C -0.084 -0.866 4.577
C -1.291 -1.219 5.203
C -1.404 -1.237 6.583
C -0.011 -0.784 3.152
C 0.020 -0.680 1.941
H -2.437 1.501 11.084
H -0.687 1.769 11.031
H -1.305 0.180 11.515
H 1.758 -0.325 7.392
H 1.955 -0.302 4.915
H -2.139 -1.467 4.578
H -2.341 -1.504 7.054
S -4.115 -3.469 -0.715
C -3.084 -2.205 -0.613
N -2.381 -1.276 -0.532

These are the Löwdin partial charges, in e, on atoms 1 to 4: Cd 1.31; C -0.08; C -0.59; O -0.07

---

ORCA calculation (ωB97M-V/def2-TZVPD) on a single C3H7NO molecule.

Calculated values
**HOMO-LUMO gap**: 10.15 eV
**LUMO**: 0.98 eV
**SMILES string**: C/C=N/OC
**Highest occupied orbital energy**: -9.17 eV

Atoms and positions in Å:
C -0.694 -1.866 -0.782
C 0.039 -0.598 -0.194
N -0.655 0.475 -0.526
O -0.392 1.585 0.083
C 0.671 1.713 0.778
H -1.197 -1.854 -1.845
H -0.101 -2.603 -0.383
H -1.450 -1.954 -0.016
H 1.002 -0.674 0.119
H 0.641 1.375 1.792
H 1.621 1.473 0.077
H 0.513 2.928 0.896

These are the Löwdin partial charges, in e, on atoms 1 to 4: C -0.08; C -0.15; N 0.02; O -0.21

---

ORCA calculation (ωB97M-V/def2-TZVPD) on 6 unconnected molecules or ions with the total composition C19H27NO24S7.

Calculated values
**HOMO-LUMO gap**: 9.06 eV
**LUMO**: -0.17 eV
**SMILES string**: CS(=O)(=O)c1cc(S)c2c(c1)C(=O)NC2=O.O=S1(=O)OCCO1.O=S1(=O)OCCO1.O=S1(=O)OCCO1.O=S1(=O)OCCO1.O=S1(=O)OCCO1
**Highest occupied orbital energy**: -9.23 eV

Atoms and positions in Å:
C -1.425 -2.685 1.359
S -0.269 -3.858 0.603
O -0.663 -5.234 0.776
O 1.065 -3.658 1.137
C -0.178 -3.382 -1.140
C 1.048 -3.353 -1.787
C 1.122 -2.946 -3.135
S 2.658 -2.859 -4.042
C -0.074 -2.591 -3.739
C -1.329 -2.653 -3.087
C -1.393 -3.056 -1.765
C -2.415 -2.230 -4.080
O -3.553 -2.558 -4.115
N -1.687 -1.371 -5.013
C -0.400 -2.078 -5.147
O 0.175 -2.174 -6.180
H -2.213 -3.202 1.917
H -0.839 -2.086 2.064
H -1.886 -2.014 0.633
H 1.957 -3.636 -1.259
H 2.979 -4.161 -4.213
H -2.354 -3.079 -1.254
H -1.399 -0.607 -4.390
O -2.902 -0.305 2.372
S -4.085 -1.075 2.520
O -4.590 -1.895 1.479
O -5.259 -0.091 3.014
C -5.793 -0.561 4.253
C -4.643 -1.286 4.920
O -3.965 -1.958 3.857
H -6.619 -1.242 4.035
H -6.160 0.273 4.847
H -4.977 -2.003 5.666
H -3.944 -0.581 5.378
O 0.667 -0.178 1.262
S 1.722 0.735 1.515
O 1.675 2.085 1.090
O 3.089 0.072 0.987
C 4.031 -0.034 2.055
C 3.187 -0.179 3.305
O 2.073 0.692 3.091
H 4.626 0.882 2.080
H 4.686 -0.887 1.898
H 3.724 0.103 4.207
H 2.808 -1.199 3.410
O -0.087 2.437 -1.323
S 1.116 3.133 -1.618
O 2.237 3.101 -0.757
O 0.742 4.661 -1.945
C 1.196 5.004 -3.266
C 1.159 3.704 -4.038
O 1.594 2.714 -3.102
H 2.217 5.391 -3.196
H 0.548 5.763 -3.702
H 1.810 3.719 -4.909
H 0.141 3.453 -4.348
O -3.562 -4.076 4.176
S -2.650 -5.116 4.523
O -2.052 -5.952 3.553
O -3.333 -6.031 5.662
C -2.512 -6.052 6.833
C -1.784 -4.723 6.820
O -1.486 -4.488 5.442
H -1.814 -6.888 6.748
H -3.123 -6.181 7.723
H -0.872 -4.741 7.410
H -2.429 -3.914 7.172
O 5.819 7.071 -3.561
S 4.572 6.924 -4.213
O 3.807 5.729 -4.124
O 4.761 7.308 -5.760
C 3.874 8.375 -6.113
C 3.678 9.155 -4.831
O 3.624 8.155 -3.807
H 2.935 7.939 -6.461
H 4.306 8.980 -6.906
H 2.765 9.746 -4.837
H 4.530 9.806 -4.626

These are the Löwdin partial charges, in e, on atoms 1 to 4: C -0.13; S 0.67; O -0.30; O -0.34

---

ORCA calculation (ωB97M-V/def2-TZVPD) on a gas-phase ion, C5H6N (charge +1).

Calculated values
**HOMO-LUMO gap**: 9.43 eV
**LUMO**: -4.49 eV
**Highest occupied orbital energy**: -13.92 eV
**Total charge**: +1

Atoms and positions in Å:
C -0.206 -1.397 -1.321
C -0.076 -2.035 -2.391
C -0.838 -0.634 -0.208
C 0.629 -0.979 -0.134
C 0.145 0.443 -0.239
N 0.192 1.346 0.905
H -1.735 -0.981 0.622
H 1.213 -1.512 0.498
H 0.320 0.996 -1.101
H -0.161 0.891 1.688
H -0.603 2.036 0.670
H 1.120 1.826 1.011

These are the Löwdin partial charges, in e, on atoms 1 to 4: C -0.30; C 0.27; C -0.07; C -0.01

---

ORCA calculation (ωB97M-V/def2-TZVPD) on a molecular structure, C30H50Br18N2O2.

Calculated values
**HOMO-LUMO gap**: 7.70 eV
**LUMO**: -0.76 eV
**Highest occupied orbital energy**: -8.46 eV

Atoms and positions in Å:
N -2.210 -1.070 1.395
C -3.308 -0.293 0.721
C -2.729 1.098 0.085
C -2.693 0.943 -1.542
C -1.439 0.005 -1.870
N -1.369 -0.516 -3.277
C -1.081 -1.973 -3.071
O 0.049 -2.540 -3.122
C -2.529 -2.596 -2.840
C -3.022 -3.853 -2.104
C -4.594 -4.075 -2.090
C -5.596 -3.104 -2.808
C -5.061 -1.816 -3.554
C -3.533 -1.615 -3.533
C -2.588 -0.469 -4.101
O -2.775 0.341 -5.056
H -1.300 -0.615 1.220
H -2.137 -2.032 1.037
H -3.769 -0.922 -0.138
H -4.152 -0.106 1.472
H -3.541 1.882 0.319
H -1.716 1.376 0.525
H -3.714 0.517 -1.822
H -2.542 1.992 -2.001
H -1.327 -0.843 -1.087
H -0.493 0.659 -1.720
H -2.281 -4.539 -1.581
H -5.019 -4.975 -1.531
H -6.723 -3.288 -2.773
H -5.731 -1.061 -4.076
Br 4.629 1.316 -4.885
C 4.276 -0.571 -4.548
C 2.921 -0.769 -3.917
Br 2.943 -0.303 -2.023
H 5.097 -0.945 -3.936
H 4.315 -1.046 -5.530
H 2.633 -1.821 -3.945
H 2.137 -0.171 -4.382
Br -3.420 2.335 3.712
C -3.029 1.064 5.137
C -3.144 -0.359 4.648
Br -5.009 -0.905 4.492
H -3.705 1.294 5.962
H -2.004 1.284 5.441
H -2.705 -1.050 5.370
H -2.683 -0.519 3.672
Br -6.381 2.727 -4.617
C -5.152 4.094 -5.268
C -3.745 3.838 -4.789
Br -3.531 4.346 -2.919
H -5.549 5.057 -4.946
H -5.206 4.029 -6.356
H -3.034 4.459 -5.335
H -3.445 2.792 -4.871
Br -4.379 -8.996 -5.300
C -2.925 -7.715 -5.507
C -2.723 -6.907 -4.248
Br -4.089 -5.526 -4.062
H -3.162 -7.103 -6.378
H -2.043 -8.319 -5.723
H -1.776 -6.366 -4.287
H -2.755 -7.510 -3.340
Br 0.640 1.368 1.615
C 1.147 -0.095 2.800
C 2.628 -0.084 3.079
Br 3.638 -0.785 1.567
H 0.802 -1.018 2.333
H 0.581 0.075 3.718
H 2.867 -0.746 3.911
H 3.020 0.912 3.290
Br 4.388 -2.033 5.280
C 5.838 -0.744 5.092
C 5.981 0.077 6.346
Br 4.580 1.428 6.430
H 5.626 -0.144 4.206
H 6.732 -1.343 4.911
H 6.919 0.634 6.346
H 5.918 -0.515 7.260
Br 1.382 5.562 1.071
C 2.708 5.156 -0.299
C 3.140 3.712 -0.232
Br 4.379 3.413 1.244
H 3.530 5.859 -0.164
H 2.209 5.364 -1.247
H 3.696 3.434 -1.129
H 2.311 3.018 -0.095
Br 0.609 0.683 10.418
C -0.236 1.986 9.241
C -0.859 1.316 8.041
Br 0.494 0.812 6.731
H 0.526 2.719 8.977
H -1.001 2.467 9.852
H -1.520 2.007 7.515
H -1.413 0.411 8.291
Br 6.260 0.785 -1.533
C 8.093 1.443 -1.460
C 8.196 2.842 -2.014
Br 8.137 2.839 -3.962
H 8.712 0.721 -1.993
H 8.357 1.429 -0.401
H 9.161 3.287 -1.760
H 7.397 3.501 -1.673

These are the Löwdin partial charges, in e, on atoms 1 to 4: N -0.03; C -0.25; C -0.19; C -0.17

---

ORCA calculation (ωB97M-V/def2-TZVPD) on 4 unconnected molecules or ions with the total composition CH11N3O3.

Calculated values
**HOMO-LUMO gap**: 10.42 eV
**LUMO**: 0.57 eV
**SMILES string**: N=C(N)N.O.O.O
**Highest occupied orbital energy**: -9.85 eV

Atoms and positions in Å:
N 0.796 0.909 0.179
C 0.216 0.979 -0.961
N -1.051 1.548 -1.134
N 0.689 0.453 -2.140
H 0.291 1.056 1.029
H -1.127 2.205 -1.876
H -1.729 0.813 -1.484
H 1.375 -0.261 -2.073
H 0.016 0.393 -2.905
O -2.748 0.611 1.155
H -1.820 0.569 1.059
H -2.884 -0.294 1.517
O 2.383 -1.217 0.546
H 3.313 -1.196 0.616
H 1.981 -0.393 0.695
O -0.145 -1.846 2.173
H -0.278 -2.726 1.825
H 0.723 -1.604 1.780

These are the Löwdin partial charges, in e, on atoms 1 to 4: N 0.12; C -0.57; N 0.07; N 0.14

---

ORCA calculation (ωB97M-V/def2-TZVPD) on a molecular structure, C9H17Cl2NO2Pr.

Calculated values
**HOMO-LUMO gap (spin up / spin down)**: 3.00 / 3.26 eV
**LUMO (spin up / spin down)**: 1.88 / 1.88 eV
**2S+1**: 3
**Highest occupied orbital energy (spin up / spin down)**: -1.12 / -1.39 eV
**Total charge**: -1

Atoms and positions in Å:
Pr -0.609 1.039 1.163
Cl 0.287 -0.304 3.183
Cl -1.357 3.551 1.675
C -2.455 -0.216 0.242
H -2.983 -0.970 -0.343
H -3.310 0.358 0.688
C 0.993 -1.445 -0.532
C -0.252 -1.693 -1.045
H 1.587 -0.583 -0.854
C -1.073 -2.868 -0.625
H -0.699 -0.979 -1.735
C -0.601 -3.428 0.721
H -2.123 -2.579 -0.581
H -0.990 -3.663 -1.394
C 0.906 -3.645 0.724
H -0.866 -2.715 1.509
H -1.123 -4.365 0.916
C 1.684 -2.339 0.457
H 1.220 -4.069 1.682
H 1.169 -4.365 -0.061
H 1.800 -1.795 1.418
H 2.716 -2.578 0.128
N 0.414 5.007 -0.425
C 1.220 3.771 -0.551
C 0.284 2.827 -1.312
O -0.451 3.343 -2.157
O 0.342 1.565 -0.987
H -0.273 4.853 0.349
H -0.093 5.119 -1.325
H 1.008 5.807 -0.223
H 2.124 3.960 -1.144
H 1.502 3.399 0.439

These are the Löwdin partial charges, in e, on atoms 1 to 4: Pr 0.15; Cl -0.10; Cl 0.01; C -0.32

---

ORCA calculation (ωB97M-V/def2-TZVPD) on a single C7H10 molecule.

Calculated values
**HOMO-LUMO gap**: 10.20 eV
**LUMO**: 1.07 eV
**SMILES string**: C#C[C@@H]1[C@H](C)[C@@H]1C
**Highest occupied orbital energy**: -9.13 eV

Atoms and positions in Å:
C -2.122 -1.789 -0.302
C -1.560 -0.760 -0.578
C -0.752 0.355 -0.983
C 0.779 0.244 -0.787
C 1.584 -0.924 -0.180
C -0.045 1.268 -0.022
C -0.221 1.108 1.467
H -2.597 -2.712 -0.068
H -1.096 0.852 -1.894
H 1.291 0.542 -1.697
H 1.401 -1.870 -0.708
H 2.644 -0.679 -0.333
H 1.490 -1.145 0.891
H -0.025 2.308 -0.352
H 0.711 1.399 1.958
H -1.029 1.734 1.868
H -0.454 0.070 1.720

These are the Löwdin partial charges, in e, on atoms 1 to 4: C 0.12; C -0.12; C -0.24; C -0.22